A structure of composition C38H67AlF9NO17 at a distorted geometry, computed with ωB97M-V/def2-TZVPD.

Each line ends with the Mulliken charge.
Geometry (Å):
N1 1.74 -1.40 0.73  -0.60
C1 0.39 -1.88 1.01  0.42
O1 0.20 -3.12 1.09  -0.72
C2 -0.78 -0.81 1.18  0.23
C3 -2.02 -1.01 0.19  -0.50
Al1 -1.79 -0.13 -1.65  -0.77
C4 0.00 -0.87 -2.41  1.57
C5 -0.05 -1.18 -3.98  -1.26
C6 1.15 -0.53 -4.83  1.10
F1 2.32 -0.50 -4.04  -0.26
F2 1.37 -1.42 -5.94  -0.39
C7 0.67 0.90 -5.35  0.43
F3 0.25 0.72 -6.71  -0.38
F4 -0.43 1.43 -4.68  -0.11
C8 1.80 2.03 -5.40  0.38
F5 1.38 2.97 -6.39  -0.32
F6 3.06 1.57 -5.83  -0.30
C9 1.89 2.90 -4.03  0.60
F7 3.11 3.60 -3.93  -0.30
F8 1.71 2.14 -2.89  -0.14
F9 0.89 3.89 -4.06  -0.23
C10 -1.46 1.90 -1.34  0.84
O2 -2.11 2.74 -2.07  -0.69
O3 -0.53 2.36 -0.39  -0.64
H1 1.66 -0.69 -0.02  0.24
H2 2.32 -2.17 0.36  0.33
H3 -0.31 0.23 1.14  -0.18
H4 -1.16 -0.94 2.26  0.36
H5 -2.18 -2.13 0.06  0.13
H6 -2.95 -0.55 0.71  0.28
H7 -3.01 -0.37 -2.64  -0.46
H8 0.20 -1.86 -1.87  -0.66
H9 0.79 -0.12 -2.10  -0.09
H10 0.09 -2.32 -4.09  0.10
H11 -1.07 -0.97 -4.46  0.38
O4 -4.69 -0.75 -1.32  -0.51
C11 -5.46 0.14 -1.58  0.61
O5 -6.46 0.44 -0.71  -0.38
C12 -7.30 1.60 -0.81  -0.59
C13 -8.48 1.35 -1.72  -0.70
C14 -5.38 0.85 -2.90  -0.43
H12 -6.73 2.48 -1.10  0.34
H13 -7.67 1.79 0.20  0.35
H14 -8.16 1.13 -2.74  0.14
H15 -9.15 2.22 -1.74  0.44
H16 -9.05 0.48 -1.38  0.21
H17 -5.90 0.26 -3.65  0.19
H18 -4.33 0.96 -3.17  0.09
H19 -5.79 1.86 -2.87  0.30
O6 -7.49 -0.70 -3.77  -0.46
C15 -8.43 -1.25 -4.29  0.80
O7 -9.69 -0.90 -3.95  -0.37
C16 -10.86 -1.36 -4.63  -0.45
C17 -11.31 -2.71 -4.10  -0.99
C18 -8.22 -2.38 -5.25  -1.33
H20 -10.72 -1.36 -5.71  0.36
H21 -11.64 -0.63 -4.42  0.33
H22 -10.55 -3.48 -4.27  0.27
H23 -12.23 -3.03 -4.58  0.36
H24 -11.47 -2.67 -3.02  0.30
H25 -8.07 -3.30 -4.69  0.28
H26 -7.33 -2.17 -5.84  0.34
H27 -9.03 -2.52 -5.96  0.38
O8 0.15 2.05 2.23  -0.46
C19 1.00 2.85 2.49  0.59
O9 2.01 2.51 3.33  -0.39
C20 3.17 3.32 3.57  -0.53
C21 2.90 4.35 4.65  0.00
C22 0.91 4.26 1.98  -0.91
H28 3.54 3.76 2.64  0.38
H29 3.95 2.63 3.92  0.30
H30 2.11 5.04 4.35  0.27
H31 3.81 4.93 4.86  -0.10
H32 2.57 3.86 5.57  0.00
H33 0.25 4.84 2.63  0.22
H34 0.49 4.22 0.97  0.27
H35 1.88 4.76 1.90  0.33
O10 5.07 6.49 5.24  -0.62
C23 6.24 6.23 5.41  0.92
O11 6.67 4.96 5.23  -0.39
C24 8.05 4.57 5.23  -0.44
C25 8.55 4.33 6.64  -0.95
C26 7.20 7.27 5.90  -1.20
H36 8.66 5.30 4.68  0.36
H37 8.10 3.64 4.66  0.34
H38 8.50 5.24 7.24  0.27
H39 9.59 3.98 6.62  0.36
H40 7.93 3.58 7.14  0.30
H41 7.13 7.34 6.99  0.27
H42 6.93 8.23 5.45  0.32
H43 8.24 7.08 5.62  0.35
O12 2.88 -2.69 -2.41  -0.46
C27 3.91 -3.09 -2.91  1.06
O13 3.95 -4.32 -3.47  -0.35
C28 5.05 -4.81 -4.24  -0.46
C29 6.12 -5.41 -3.34  -1.03
C30 5.17 -2.28 -2.83  -1.36
H44 5.44 -4.04 -4.90  0.35
H45 4.65 -5.59 -4.88  0.36
H46 6.54 -4.66 -2.67  0.26
H47 6.93 -5.83 -3.94  0.39
H48 5.70 -6.20 -2.72  0.29
H49 5.64 -2.44 -1.86  0.30
H50 4.90 -1.22 -2.92  0.27
H51 5.88 -2.49 -3.62  0.44
O14 3.43 2.94 9.13  -0.62
C31 2.47 2.36 8.66  0.82
O15 1.23 2.70 9.03  -0.39
C32 0.04 2.20 8.39  -0.29
C33 -0.37 0.87 8.98  -0.97
C34 2.67 1.19 7.73  -1.00
H52 0.16 2.17 7.31  0.26
H53 -0.74 2.94 8.59  0.33
H54 0.39 0.10 8.81  0.26
H55 -1.31 0.52 8.53  0.36
H56 -0.51 0.95 10.06  0.29
H57 2.85 0.29 8.32  0.33
H58 3.54 1.39 7.10  0.26
H59 1.83 1.03 7.05  0.36
O16 -0.18 -3.59 -1.57  -0.24
C35 0.03 -4.75 -1.80  0.20
O17 -0.99 -5.58 -2.13  -0.38
C36 -0.82 -6.92 -2.59  -0.39
C37 -0.68 -7.89 -1.43  -0.98
C38 1.41 -5.33 -1.64  0.05
H60 0.01 -6.99 -3.30  0.32
H61 -1.72 -7.17 -3.16  0.33
H62 0.21 -7.67 -0.83  0.27
H63 -0.60 -8.92 -1.80  0.36
H64 -1.54 -7.81 -0.77  0.30
H65 1.58 -5.57 -0.59  0.22
H66 2.14 -4.57 -1.96  -0.67
H67 1.60 -6.21 -2.25  0.39

Results
Total charge   -2
Total energy   -107840.72359 eV
Strongest force on any atom   4.430 eV/Å
HOMO energy   0.9102 eV
Kohn-Sham gap   2.07 eV